No. 1
Entry from OMol25: C4H8O3 in the gas phase in a non-equilibrium geometry (the ωB97M-V functional and the def2-TZVPD basis).

Cartesian coordinates (Å):
O -0.1605 -2.3182 1.4613
C 0.6441 -1.6550 0.5262
C 0.1104 -0.2623 0.1659
O -0.4896 0.3361 1.2837
C 1.0090 0.6523 -0.6731
C -0.2473 0.9138 -1.5006
O -0.9527 -0.1434 -0.8120
H -0.5930 -1.6202 1.9765
H 0.6867 -2.2417 -0.3979
H 1.6874 -1.5687 0.8936
H -1.2670 0.6063 0.7693
H 1.4580 1.4905 -0.1413
H 1.7645 0.0952 -1.2298
H -0.6821 1.9210 -1.3853
H -0.2058 0.6565 -2.5550

Calculated values
SMILES string: OC[C@@]1(O)CCO1
E_LUMO: 0.8598 eV
HOMO energy: -0.3766 Ha
Charge: 0
Kohn-Sham gap: 0.4082 Eh

Atomic partial charges in e from the natural (NBO) method, atoms 1 to 4: -0.7098 -0.0973 0.4869 -0.7354

***

No. 2
Entry from OMol25: a gas-phase ion, C4H8O3P (charge -1) in a non-equilibrium geometry (the ωB97M-V functional and the def2-TZVPD basis).

Cartesian coordinates (Å):
C -2.4275 -1.1944 0.2586
C -1.2793 -0.5311 -0.4455
O -1.1844 0.8524 -0.4417
C -0.1383 0.0272 0.4386
P 1.6406 -0.1224 -0.2189
C 2.1676 1.5944 0.0016
O 1.6780 -0.3652 -1.6768
O 2.3870 -1.0111 0.6943
H -2.5508 -0.5339 1.1138
H -2.1731 -2.1584 0.6242
H -3.4333 -1.2981 -0.3042
H -0.9484 -1.0685 -1.4374
H -0.4515 0.0455 1.4319
H 1.6712 1.8227 0.8912
H 3.1957 1.7243 -0.1251
H 1.8464 2.2165 -0.8046

Calculated values
SMILES string: C[C@H]1O[C@@H]1[P@](C)(=O)[O-]
E_LUMO: 3.8469 eV
HOMO energy: -0.1759 Ha
Charge: -1
Kohn-Sham gap: 0.3173 Eh

Atomic partial charges in e from the natural (NBO) method, atoms 1 to 4: -0.6368 0.0716 -0.5374 -0.3257

***

No. 3
Entry from OMol25: a molecular structure, C4H8O3Pb in a non-equilibrium geometry (the ωB97M-V functional and the def2-TZVPD basis).

Cartesian coordinates (Å):
C 2.2873 0.1655 -1.6048
C 0.7855 0.4358 -1.8751
O 0.0480 -0.5511 -1.7099
O 2.4693 -0.8908 -0.7683
H 2.6933 1.1400 -1.2560
H 2.7118 -0.0024 -2.6194
H 0.5329 1.1654 -2.6636
Pb 0.7953 -1.7055 -0.0763
O -0.0855 -0.9414 1.7032
C -0.9537 0.0341 1.9658
C -2.2345 0.0089 1.1769
H -1.1032 -0.0024 3.0777
H -2.0531 0.4619 0.1921
H -2.9903 0.6106 1.6954
H -2.5640 -1.0209 0.9803
H -0.3391 1.0922 1.7820

Calculated values
E_LUMO (alpha / beta): -5.0771 / -7.6965 eV
HOMO energy (alpha / beta): -0.5234 / -0.5210 Ha
Charge: +1
Kohn-Sham gap (alpha / beta): 0.3369 / 0.2382 Eh
Spin multiplicity: 2

Atomic partial charges in e from the Löwdin method, atoms 1 to 4: -0.2985 -0.0912 -0.1437 -0.3749

***

No. 4
Entry from OMol25: C4H8O3S in the gas phase in a non-equilibrium geometry (the ωB97M-V functional and the def2-TZVPD basis).

Cartesian coordinates (Å):
C -1.3619 -1.1356 0.3313
C -0.7138 0.1931 0.3694
C -1.1264 1.1578 -0.6537
S 1.1062 -0.6568 -0.1412
O 1.4919 -1.7516 0.7814
O 1.1573 -0.9831 -1.5541
C 2.5221 0.5250 0.4002
O 2.4661 1.3587 1.2523
H -2.4199 -0.9024 0.7324
H -1.3354 -1.3498 -0.7792
H -0.8338 -1.8027 0.8819
H -0.3731 0.6270 1.2432
H -1.8057 1.8421 -0.1773
H -1.7493 0.7674 -1.5008
H -0.3585 1.8470 -0.9722
H 3.3343 0.2640 -0.2137

Calculated values
SMILES string: CC(C)S(=O)(=O)C=O
E_LUMO: 0.1179 eV
HOMO energy: -0.3464 Ha
Charge: 0
Kohn-Sham gap: 0.3507 Eh

Atomic partial charges in e from the natural (NBO) method, atoms 1 to 4: -0.6511 -0.2156 -0.6642 1.8384

***

No. 5
Entry from OMol25: 2 unconnected molecules or ions with the total composition C4H8O3Si in a non-equilibrium geometry (the ωB97M-V functional and the def2-TZVPD basis).

Cartesian coordinates (Å):
C 3.5382 0.7568 0.4328
C 2.5690 -0.0775 0.6912
Si 1.1282 -0.5504 -0.4210
O 0.0600 -1.6340 -0.2320
O 1.1811 0.7527 -1.3951
H 4.4352 0.8446 1.1405
H 3.5456 1.6150 -0.3574
H 2.5602 -0.7364 1.6425
H 0.5337 1.2489 -1.8025
C -2.8419 -0.9030 0.2238
C -2.6645 0.5361 -0.0464
O -1.6140 1.0998 -0.1835
H -2.8527 -1.3904 -0.7880
H -3.7654 -1.0788 0.6218
H -2.1742 -1.5946 0.6940
H -3.6385 1.1114 -0.2207

Calculated values
SMILES string: C=C[Si](=O)O.CC=O
E_LUMO: 0.2122 eV
HOMO energy: -0.3630 Ha
Charge: 0
Kohn-Sham gap: 0.3708 Eh

Atomic partial charges in e from the natural (NBO) method, atoms 1 to 4: -0.3124 -0.7505 2.1919 -1.1988

***

No. 6
Entry from OMol25: a molecular structure, C4H8O4 in a non-equilibrium geometry (the ωB97M-V functional and the def2-TZVPD basis).

Cartesian coordinates (Å):
C 0.8682 0.4853 0.4933
C -0.5738 0.8134 0.1004
C -0.3571 0.1026 -1.1922
C 0.6772 -0.6723 -0.4322
H 0.0689 0.0134 2.0762
H 1.5097 1.2792 -0.0460
H -0.7977 1.8227 0.1923
H -1.6266 -0.8870 0.6824
H -1.1527 -0.6379 -1.3729
H 0.2391 1.7596 -1.8790
H 1.6399 -0.8331 -0.9433
H 0.7846 -2.1704 0.9367
O 1.0660 0.1966 1.7848
O -1.5005 0.0615 1.0440
O -0.1799 0.9138 -2.3060
O 0.0704 -1.7621 0.2944

Calculated values
E_LUMO: 0.6113 eV
HOMO energy: -0.3504 Ha
Charge: 0
Kohn-Sham gap: 0.3728 Eh

Atomic partial charges in e from the natural (NBO) method, atoms 1 to 4: 0.0701 0.0399 0.0409 0.0329

***

No. 7
Entry from OMol25: 2 unconnected molecules or ions with the total composition C4H8O4 in a non-equilibrium geometry (the ωB97M-V functional and the def2-TZVPD basis).

Cartesian coordinates (Å):
C -0.6241 -0.5081 0.7355
C -0.2724 -0.0097 2.1293
O 0.7093 -0.1870 2.7744
O -1.2030 0.7918 2.5848
H 0.0651 -1.3033 0.4692
H -1.6542 -0.9241 0.6821
H -0.6389 0.3729 0.0102
H -0.9318 0.9680 3.5375
C 0.2315 -0.6423 -2.0834
C 0.7967 0.5469 -1.4486
O 1.0008 1.5936 -2.0881
O 0.9679 0.5763 -0.1129
H -0.1006 -0.3046 -3.1588
H 1.0574 -1.3700 -2.4108
H -0.5657 -1.1569 -1.4366
H 1.1621 1.5565 -0.1837

Calculated values
SMILES string: CC(=O)O.CC(=O)O
E_LUMO: 0.5869 eV
HOMO energy: -0.3868 Ha
Charge: 0
Kohn-Sham gap: 0.4083 Eh

Atomic partial charges in e from the natural (NBO) method, atoms 1 to 4: -0.7276 0.7926 -0.6032 -0.6798

***

No. 8
Entry from OMol25: 2 unconnected molecules or ions with the total composition C4H8O4 in a non-equilibrium geometry (the ωB97M-V functional and the def2-TZVPD basis).

Cartesian coordinates (Å):
C -2.6111 0.2803 0.5953
C -2.5634 0.8209 -0.6481
O -2.6661 1.2010 -1.7274
H -2.2231 0.9219 1.3799
H -3.5520 -0.1865 0.8532
C 1.9414 0.3113 1.0386
O 2.4349 -0.5985 0.0684
C 1.6529 -0.7286 -1.0810
O 0.4341 -1.4044 -0.9106
O -0.5682 -0.4693 -0.4686
H 1.0539 -0.0861 1.5381
H 1.6799 1.2767 0.5873
H 2.7360 0.4483 1.7709
H 1.4528 0.2576 -1.5271
H 2.2249 -1.3593 -1.7652
H -1.4268 -0.6853 0.2964

Calculated values
SMILES string: C=C=O.COCOO
E_LUMO: 0.3936 eV
HOMO energy: -0.3353 Ha
Charge: 0
Kohn-Sham gap: 0.3498 Eh

Atomic partial charges in e from the natural (NBO) method, atoms 1 to 4: -0.9204 0.8652 -0.3879 0.2861

***

Quick rundown of ΔE to the lowest compared entry with this formula, charge and spin, same order as above: 219.6; 133.7; 57.6; 301.4; 3.1; 454.7; 331.3; 696.1 kJ/mol